[1]
{
  "formula": "C38H61As2F3KO11PSe2",
  "method": "the ωB97M-V functional and the def2-TZVPD basis",
  "species": ["K", "O", "C", "C", "C", "O", "C", "Se", "C", "Se", "H", "H", "H", "H", "H", "H", "H", "H", "H", "H", "O", "P", "C", "C", "C", "C", "C", "C", "C", "C", "C", "C", "C", "C", "C", "C", "C", "C", "C", "C", "H", "H", "H", "H", "H", "H", "H", "H", "H", "H", "H", "H", "H", "H", "H", "H", "H", "H", "H", "H", "H", "H", "H", "H", "H", "H", "H", "H", "H", "H", "H", "H", "H", "F", "C", "F", "F", "C", "O", "C", "O", "C", "C", "As", "C", "C", "C", "As", "C", "C", "O", "O", "C", "C", "O", "O", "C", "C", "O", "O", "C", "H", "H", "H", "H", "H", "H", "H", "H", "H", "H", "H", "H", "H", "H", "H", "H", "H", "H"],
  "positions_angstrom": [[-0.3390, 0.2023, 0.7988], [4.4141, 2.0774, 4.2799], [3.1992, 1.3542, 4.2766], [3.2047, 0.2112, 3.2623], [4.3486, -0.7732, 3.5738], [5.6290, -0.3588, 3.1902], [3.3377, 0.8264, 1.8780], [3.7140, -0.4015, 0.4114], [1.9099, -0.5810, 3.3958], [0.3053, 0.4369, 3.7932], [4.3397, 2.7514, 4.9607], [2.3716, 2.0305, 4.0237], [2.9932, 0.9270, 5.2696], [4.0988, -1.7251, 3.0893], [4.3965, -0.9453, 4.6563], [5.5713, -0.2094, 2.2353], [4.1518, 1.5562, 1.8785], [2.4070, 1.3430, 1.6239], [1.9988, -1.3073, 4.2084], [1.7192, -1.1314, 2.4726], [-0.2094, 2.2559, -0.2678], [0.1845, 3.6108, 0.1509], [-0.8960, 4.7878, -0.8390], [-2.3044, 4.1820, -0.8954], [-3.3493, 5.2077, -1.3515], [-2.7322, 6.1888, -2.3425], [-1.6480, 7.0327, -1.6589], [-0.9827, 6.2690, -0.5036], [0.0966, 3.6839, 2.0085], [-1.3031, 3.4800, 2.5772], [-2.0668, 4.7748, 2.8296], [-1.2448, 5.7440, 3.6737], [0.0879, 6.0327, 2.9913], [0.8661, 4.7381, 2.7936], [1.9989, 3.8973, -0.2065], [2.5104, 5.3215, -0.4238], [2.3089, 5.8433, -1.8459], [2.8661, 4.8687, -2.8767], [2.2239, 3.4973, -2.6979], [2.5007, 2.9608, -1.3014], [-0.4452, 4.6880, -1.8338], [-2.5817, 3.7882, 0.0810], [-2.2896, 3.3323, -1.5764], [-3.7435, 5.7647, -0.4976], [-4.1893, 4.6871, -1.8140], [-3.4983, 6.8447, -2.7645], [-2.3001, 5.6200, -3.1677], [-2.0877, 7.9539, -1.2639], [-0.8985, 7.3258, -2.3993], [-1.5860, 6.3977, 0.3941], [-0.0014, 6.7002, -0.3061], [0.6155, 2.7245, 2.1638], [-1.1928, 2.9427, 3.5249], [-1.8639, 2.8228, 1.9085], [-3.0021, 4.5390, 3.3436], [-2.3226, 5.2553, 1.8827], [-1.0564, 5.3001, 4.6538], [-1.7987, 6.6761, 3.8268], [0.6819, 6.7245, 3.5986], [-0.0888, 6.5104, 2.0266], [1.0665, 4.3105, 3.7805], [1.8297, 4.9488, 2.3262], [2.4283, 3.5250, 0.7351], [3.5852, 5.3182, -0.2167], [2.0447, 6.0096, 0.2864], [2.8041, 6.8168, -1.9411], [1.2484, 5.9926, -2.0447], [3.9479, 4.7803, -2.7492], [2.6773, 5.2508, -3.8846], [2.6208, 2.7999, -3.4385], [1.1439, 3.5649, -2.8528], [3.5777, 2.8186, -1.1749], [2.0289, 1.9842, -1.1821], [-2.7324, -0.5759, -1.9151], [-2.2649, -1.0343, -0.6916], [-3.2309, -1.9895, -0.3629], [-2.6268, 0.0321, 0.1568], [1.5342, -6.4129, -2.1075], [0.2496, -5.9947, -2.5468], [-0.5613, -5.3040, -1.7180], [-1.5792, -4.8241, -2.1792], [-0.1544, -5.0819, -0.3330], [-0.0007, -6.0483, 0.5869], [1.0265, -5.9094, 2.2846], [-0.1756, -7.0011, 3.4291], [0.3554, -4.0868, 2.3134], [0.8946, -3.3625, 1.3028], [-0.4462, -3.0971, -0.0845], [0.5726, -2.3625, -1.5630], [2.2667, -3.6909, 0.8978], [2.5872, -4.0475, -0.2146], [3.1133, -3.6610, 1.9297], [4.4645, -3.9291, 1.6014], [-1.0527, -3.8179, 2.6197], [-1.9127, -4.6788, 2.7134], [-1.2716, -2.5237, 2.8031], [-2.6020, -2.1284, 3.0874], [-0.2947, -7.4608, 0.3469], [0.5568, -8.3258, 0.4791], [-1.5425, -7.8434, 0.0300], [-2.6115, -6.9131, 0.0888], [1.4685, -7.2844, -1.4508], [2.0538, -5.6031, -1.5862], [2.0757, -6.6791, -3.0143], [-0.2109, -7.9983, 2.9868], [-1.1771, -6.5911, 3.4793], [0.2309, -7.0875, 4.4394], [1.1141, -3.1290, -2.1129], [1.2884, -1.6407, -1.1612], [-0.1252, -1.8489, -2.2251], [5.0281, -3.8079, 2.5229], [4.8076, -3.2095, 0.8524], [4.5657, -4.9459, 1.2083], [-2.5182, -1.1380, 3.5263], [-3.0605, -2.8307, 3.7863], [-3.1753, -2.1019, 2.1605], [-3.5010, -7.4900, 0.3462], [-2.7571, -6.4207, -0.8751], [-2.4333, -6.1540, 0.8542]],
  "total_charge": -2,
  "multiplicity": 1
}


[2]
{
  "formula": "C38H62Br3Cl6N2O19Zr",
  "method": "the ωB97M-V functional and the def2-TZVPD basis",
  "species": ["Zr", "C", "C", "C", "C", "C", "C", "N", "O", "C", "C", "C", "H", "H", "H", "H", "H", "H", "H", "H", "H", "H", "H", "H", "H", "H", "H", "H", "H", "H", "C", "C", "C", "C", "C", "C", "N", "O", "C", "C", "C", "H", "H", "H", "H", "H", "H", "H", "H", "H", "H", "H", "H", "H", "H", "H", "H", "H", "H", "C", "C", "O", "O", "H", "H", "H", "C", "Br", "Br", "Br", "H", "C", "Cl", "Cl", "Cl", "H", "C", "Cl", "Cl", "Cl", "H", "C", "C", "O", "C", "O", "O", "H", "H", "H", "H", "C", "C", "O", "C", "O", "O", "H", "H", "H", "H", "C", "C", "O", "C", "O", "O", "H", "H", "H", "H", "C", "C", "O", "C", "O", "O", "H", "H", "H", "H", "C", "C", "O", "C", "O", "O", "H", "H", "H", "H"],
  "positions_angstrom": [[-1.5214, -1.7163, 6.8658], [4.8007, 1.2220, 9.3092], [5.5878, 1.2728, 8.0043], [7.0170, 0.6172, 8.3997], [7.8198, 0.4240, 7.1260], [7.0241, -0.3874, 6.0699], [5.7049, 0.2373, 5.5974], [4.9119, 0.5279, 6.8378], [3.4976, 0.9113, 6.6506], [5.2012, -0.9734, 4.7467], [5.9107, 1.3402, 4.6229], [5.8518, 2.7532, 7.7965], [3.9021, 1.8380, 9.3451], [5.3637, 1.5211, 10.1934], [4.3845, 0.2181, 9.3924], [6.9671, -0.3169, 8.9593], [7.5853, 1.3541, 8.9671], [8.7905, -0.0489, 7.2756], [8.0853, 1.4117, 6.7491], [6.7621, -1.3180, 6.5733], [7.6969, -0.4909, 5.2186], [5.7199, -1.2177, 3.8197], [4.2488, -0.6576, 4.3208], [5.0904, -1.8967, 5.3153], [6.6287, 2.1089, 4.9085], [4.9409, 1.8020, 4.4379], [6.2077, 0.9697, 3.6417], [6.4897, 3.2115, 8.5522], [4.9395, 3.3444, 7.7165], [6.4200, 2.9749, 6.8931], [-2.8699, 1.0223, -0.2963], [-3.5724, -0.2887, -0.7900], [-3.5045, -0.2647, -2.3996], [-3.7803, -1.6030, -3.0816], [-2.9225, -2.7033, -2.5434], [-3.0261, -2.8805, -0.9931], [-2.9333, -1.5581, -0.2896], [-2.7477, -1.6027, 1.1048], [-1.8824, -3.7710, -0.6303], [-4.3371, -3.6278, -0.6198], [-5.0903, -0.3283, -0.3417], [-1.8199, 1.0690, -0.5852], [-2.9029, 1.1152, 0.7892], [-3.4016, 1.8917, -0.6831], [-2.6677, 0.2125, -2.9097], [-4.2861, 0.4095, -2.7499], [-3.6421, -1.5994, -4.1628], [-4.8204, -1.9097, -2.9710], [-1.8620, -2.5500, -2.7429], [-3.2235, -3.5682, -3.1346], [-0.9143, -3.2715, -0.5937], [-1.8736, -4.6497, -1.2752], [-2.0912, -4.1411, 0.3735], [-4.5115, -3.9512, 0.4064], [-4.4342, -4.5120, -1.2498], [-5.1807, -2.9904, -0.8847], [-5.3672, -0.9216, 0.5297], [-5.6844, -0.6002, -1.2142], [-5.4748, 0.6802, -0.1893], [1.8609, -7.5034, 9.2397], [1.1652, -6.2678, 8.5812], [0.7973, -5.3190, 9.2624], [0.8369, -6.0221, 7.3854], [2.3528, -7.0846, 10.1176], [2.5518, -8.0037, 8.5612], [1.0892, -8.1934, 9.5809], [-5.5632, 9.9705, -4.0778], [-5.4560, 8.8004, -5.6850], [-3.6985, 10.7817, -3.7601], [-6.3407, 8.9864, -2.4685], [-6.2674, 10.7935, -4.2000], [-5.4298, -10.3414, -10.0934], [-5.7763, -9.3772, -8.6033], [-6.6355, -9.8930, -11.3394], [-5.3599, -12.1392, -9.8093], [-4.3836, -10.1156, -10.3001], [-10.2068, 1.3790, -6.2554], [-9.0697, 1.4305, -7.5569], [-11.8764, 1.2738, -6.9719], [-10.2076, 2.8446, -5.3135], [-9.8934, 0.4591, -5.7618], [-8.4087, 5.0595, 5.6496], [-7.8395, 5.7954, 6.8036], [-6.5614, 5.2589, 7.0166], [-6.4186, 4.1290, 6.2460], [-5.4994, 3.3315, 6.2705], [-7.5846, 3.8490, 5.6962], [-8.3708, 5.7276, 4.7892], [-9.4612, 4.8961, 5.8812], [-8.3839, 5.7078, 7.7439], [-7.7295, 6.8728, 6.6803], [-0.2773, 1.8118, -11.0240], [0.4011, 1.6343, -12.3997], [1.4564, 0.6999, -12.0217], [1.0605, -0.0034, -10.9533], [1.5441, -1.0642, -10.5847], [0.0918, 0.6170, -10.3718], [-1.3487, 1.8317, -11.2232], [0.1781, 2.6028, -10.4281], [0.9270, 2.5019, -12.7982], [-0.2060, 1.1442, -13.1607], [4.0840, 0.5258, -3.9192], [5.0628, -0.4780, -4.2921], [6.0617, 0.1868, -4.9023], [6.0023, 1.5233, -4.6784], [6.8154, 2.4022, -4.9356], [4.7510, 1.7173, -4.1904], [3.8110, 0.4549, -2.8663], [3.1845, 0.4609, -4.5315], [4.6397, -1.2650, -4.9164], [5.4545, -0.9501, -3.3911], [4.8831, -8.3938, -7.4243], [3.4173, -8.5567, -7.0603], [3.5381, -8.5201, -5.6634], [4.6671, -7.9155, -5.2559], [4.9337, -7.6640, -4.1146], [5.4473, -7.6394, -6.3728], [5.0269, -7.8954, -8.3830], [5.3454, -9.3761, -7.3280], [2.9021, -9.4733, -7.3475], [2.8029, -7.7212, -7.3959], [0.9436, 7.7594, 3.1069], [1.0326, 9.1808, 2.6969], [-0.2681, 9.6350, 2.7449], [-1.0683, 8.7794, 3.3643], [-2.2477, 8.9583, 3.6629], [-0.4252, 7.6838, 3.6279], [1.5935, 7.5206, 3.9488], [1.1490, 7.0112, 2.3413], [1.4260, 9.2952, 1.6869], [1.7709, 9.7469, 3.2650]],
  "total_charge": 1,
  "multiplicity": 1
}


[3]
{
  "formula": "C38H62Cl6N6O9",
  "method": "the ωB97M-V functional and the def2-TZVPD basis",
  "species": ["C", "C", "C", "O", "C", "O", "O", "H", "H", "H", "H", "H", "H", "C", "C", "C", "O", "C", "O", "O", "H", "H", "H", "H", "H", "H", "C", "C", "C", "O", "C", "O", "O", "H", "H", "H", "H", "H", "H", "Cl", "C", "Cl", "Cl", "H", "Cl", "C", "Cl", "Cl", "H", "C", "C", "C", "C", "N", "H", "H", "H", "H", "H", "H", "H", "C", "C", "C", "C", "N", "H", "H", "H", "H", "H", "H", "H", "C", "C", "C", "C", "N", "H", "H", "H", "H", "H", "H", "H", "C", "C", "C", "C", "N", "H", "H", "H", "H", "H", "H", "H", "C", "C", "C", "C", "N", "H", "H", "H", "H", "H", "H", "H", "C", "C", "C", "C", "N", "H", "H", "H", "H", "H", "H", "H"],
  "positions_angstrom": [[-2.8731, -1.2899, -3.8247], [-1.7713, -1.0623, -4.8305], [-2.2388, -1.3052, -6.3061], [-1.6422, -0.2245, -7.0328], [-1.0701, 0.6556, -6.1776], [-0.5895, 1.6726, -6.5475], [-1.2067, 0.2178, -4.8452], [-3.6653, -0.5364, -3.9907], [-2.4982, -1.0175, -2.8365], [-3.3548, -2.2835, -3.8182], [-0.9968, -1.8361, -4.6485], [-3.2877, -1.1671, -6.4184], [-2.0137, -2.3244, -6.6021], [1.9247, -7.0986, 3.3024], [1.9030, -5.5977, 3.1290], [0.7819, -4.9541, 2.3083], [-0.1309, -4.4887, 3.2731], [0.5058, -4.4676, 4.4846], [0.0460, -4.1385, 5.5247], [1.7607, -4.9509, 4.3728], [0.9544, -7.4116, 3.7074], [2.7572, -7.3893, 3.9339], [2.0916, -7.4822, 2.3014], [2.7963, -5.2016, 2.6501], [0.2175, -5.6100, 1.6873], [1.1499, -4.1370, 1.7578], [6.4105, -0.4180, -0.8259], [4.9490, -0.3313, -0.9149], [4.3568, -1.4898, -1.7468], [3.4466, -2.1580, -0.8840], [3.5037, -1.6465, 0.3663], [2.9533, -2.0646, 1.3557], [4.2379, -0.4957, 0.3265], [6.7992, -0.0592, -1.8512], [6.7469, -1.4551, -0.7509], [6.9121, 0.2329, -0.1162], [4.6067, 0.6678, -1.1956], [5.0992, -2.2043, -2.0788], [3.7796, -1.1439, -2.6244], [-4.5436, -2.3021, 2.1411], [-4.5028, -0.6630, 1.4025], [-6.0318, 0.1873, 1.5838], [-4.1905, -0.8539, -0.3534], [-3.7565, -0.1090, 1.9781], [3.8577, 2.4333, -3.0136], [2.6253, 1.9565, -4.2469], [1.1540, 2.8189, -3.8403], [2.3451, 0.1572, -4.1941], [2.9155, 2.2642, -5.2387], [-1.4424, -4.0728, -0.9890], [-2.3603, -4.9924, -0.2520], [-3.0582, -6.0285, -1.2065], [-2.3047, -7.0717, -1.9195], [-1.8524, -7.9944, -2.4848], [-1.1317, -3.2812, -0.3299], [-2.1225, -3.6230, -1.7774], [-0.5948, -4.5289, -1.4140], [-3.2000, -4.4538, 0.1825], [-1.9182, -5.4061, 0.6983], [-3.5806, -5.4325, -1.9525], [-3.8195, -6.5578, -0.6254], [1.2342, 1.4854, 4.7702], [0.7270, 0.2398, 5.3913], [0.3901, -0.8624, 4.4284], [-0.6818, -0.3816, 3.5279], [-1.5530, -0.1186, 2.8449], [2.1044, 1.3148, 4.1599], [1.3667, 2.2826, 5.4488], [0.4861, 1.8153, 4.0689], [-0.1719, 0.4336, 5.9979], [1.4580, -0.1513, 6.1265], [0.0586, -1.7773, 4.8997], [1.1637, -1.1276, 3.7546], [4.1543, 4.9160, 3.1196], [4.3814, 3.7573, 2.1659], [4.0594, 4.0926, 0.7147], [2.8733, 4.9279, 0.4886], [1.9754, 5.6373, 0.5011], [3.1483, 5.2596, 3.0907], [4.7148, 5.7832, 2.9112], [4.4422, 4.5643, 4.1251], [3.7447, 2.9747, 2.5482], [5.4473, 3.4384, 2.2400], [3.8267, 3.1796, 0.1093], [4.9322, 4.5801, 0.2436], [-3.0832, 3.9008, 4.1584], [-1.8880, 4.3815, 3.4049], [-1.3917, 3.3652, 2.3926], [-2.4878, 2.8448, 1.5275], [-3.2530, 2.3817, 0.8345], [-3.3455, 4.6478, 4.9010], [-2.8735, 2.9462, 4.6604], [-3.9589, 3.6998, 3.5652], [-1.1346, 4.4739, 4.1862], [-2.1242, 5.3299, 2.9617], [-0.9754, 2.5579, 2.9663], [-0.5524, 3.7533, 1.7786], [-1.2054, 1.2470, -1.5668], [-0.8269, 0.1510, -0.5969], [0.6367, 0.1519, -0.1428], [0.9689, 1.4018, 0.5992], [1.1931, 2.3911, 1.1827], [-2.3026, 1.2841, -1.7193], [-0.8425, 0.9667, -2.5602], [-0.8138, 2.2010, -1.2737], [-0.9289, -0.8344, -1.1229], [-1.5296, 0.1334, 0.1993], [1.2046, 0.0975, -1.0601], [0.6892, -0.7205, 0.4606], [-3.7983, 2.8056, -4.7192], [-2.6137, 3.3849, -3.9919], [-3.0223, 4.1237, -2.7225], [-3.6915, 5.4308, -3.0353], [-4.1949, 6.4614, -3.2072], [-4.3250, 2.0312, -4.2069], [-3.3993, 2.3177, -5.6195], [-4.5631, 3.5204, -5.0616], [-2.0081, 3.9934, -4.6272], [-1.9569, 2.5651, -3.7026], [-2.1366, 4.4734, -2.2300], [-3.5855, 3.4230, -2.0513]],
  "smiles": "C[C@H]1COC(=O)O1.C[C@H]1COC(=O)O1.C[C@H]1COC(=O)O1.ClC(Cl)Cl.ClC(Cl)Cl.CCCC#N.CCCC#N.CCCC#N.CCCC#N.CCCC#N.CCCC#N",
  "multiplicity": 1
}


Computed total energy (eV) in order:
-349055.0117; -368807.0469; -142912.7469
Computed orbital gap (eV) in order:
5.03; 1.63; 10.60